# 1
# C21H47N3O21P

A cluster of 8 separate species, C21H47N3O21P in total (wB97M-V/def2-TZVPD, OMol25).

**Strongest force on any atom**: 0.01091 Eh/bohr
**Frontier orbital gap**: 5.19 eV
**Total charge**: -1

XYZ file:
```
93
Properties=species:S:1:pos:R:3:forces:R:3
N -0.953707 2.967636 -6.521352 -0.015 -0.116 -0.002
P 0.383980 2.105073 -6.468348 -0.307 0.246 -0.112
N 1.813306 2.647228 -6.941158 0.313 -0.426 0.188
N 2.017698 2.546342 -8.378350 -0.067 0.298 -0.041
H -1.696935 2.511643 -7.036671 -0.011 0.027 -0.021
H 0.123408 0.852090 -7.129161 0.074 -0.112 0.113
H 0.667447 1.728661 -5.131752 0.071 -0.003 -0.007
H 1.740278 1.613881 -8.693623 0.000 -0.033 -0.009
H 1.385652 3.189594 -8.852709 -0.049 0.017 -0.036
C -0.757155 7.545530 -0.681298 -0.032 0.033 0.176
O 0.201983 6.952928 -1.550061 -0.035 0.006 -0.078
C -0.347201 6.146361 -2.487263 -0.029 -0.002 0.095
O -1.532152 5.949490 -2.587944 0.031 -0.006 -0.017
O 0.618799 5.635253 -3.215199 0.021 0.013 -0.019
C 0.189872 4.730843 -4.272383 0.045 0.004 -0.072
H -0.191008 8.117558 0.049810 0.045 -0.027 -0.022
H -1.440372 8.205789 -1.214525 0.041 -0.045 -0.107
H -1.343558 6.777157 -0.180175 -0.056 0.061 0.020
H -0.453860 5.238443 -4.983048 -0.032 0.011 0.049
H -0.343122 3.884707 -3.848283 -0.032 0.021 -0.002
H 1.101105 4.406908 -4.765070 -0.009 0.001 -0.013
C -3.418335 3.106877 4.391294 -0.006 -0.075 0.005
O -2.303764 2.760453 3.562525 0.056 0.077 -0.003
C -1.793874 3.795708 2.884882 -0.056 0.047 0.014
O -2.193473 4.928970 2.942795 0.032 -0.019 0.019
O -0.783360 3.355757 2.141060 0.013 0.124 0.113
C -0.163488 4.370483 1.336086 0.257 0.039 -0.178
H -3.711051 2.183354 4.881875 -0.003 0.006 -0.002
H -3.128911 3.854424 5.127539 -0.004 0.009 -0.010
H -4.236717 3.492387 3.786193 0.007 0.012 0.001
H 0.257976 5.151988 1.964929 -0.061 0.015 0.018
H -0.876160 4.798510 0.635448 -0.070 -0.041 0.050
H 0.632505 3.874160 0.789216 -0.018 -0.051 0.031
C 2.862482 1.687222 3.402164 -0.161 -0.040 0.136
O 3.955561 1.342677 2.545562 0.021 -0.018 0.015
C 4.438517 2.367947 1.841132 -0.033 0.014 -0.057
O 4.044512 3.503981 1.896004 0.001 -0.022 0.021
O 5.424740 1.919799 1.068553 -0.006 0.005 0.020
C 6.001848 2.916929 0.213762 0.009 -0.011 -0.019
H 2.568332 0.768845 3.902924 0.026 -0.020 -0.034
H 3.167457 2.427046 4.140456 0.022 0.036 -0.049
H 2.024411 2.074736 2.825082 0.027 0.027 -0.017
H 6.427476 3.724754 0.806057 -0.009 0.000 0.000
H 5.249823 3.319869 -0.461406 -0.001 0.001 0.008
H 6.776623 2.403122 -0.346026 -0.005 0.004 -0.001
C -3.101021 0.154973 -3.263163 -0.026 -0.058 -0.158
O -2.369354 -0.227628 -2.088509 0.032 -0.012 0.015
C -2.711714 0.404544 -0.972407 0.025 0.074 -0.039
O -3.595173 1.213784 -0.850735 -0.003 -0.049 0.017
O -1.901019 -0.012824 0.004039 0.049 -0.059 0.026
C -2.131340 0.605587 1.272588 -0.163 -0.069 0.068
H -2.718041 -0.482645 -4.054798 0.001 0.035 -0.023
H -4.166683 -0.018315 -3.122397 0.007 0.022 0.052
H -2.927045 1.199662 -3.512927 0.042 0.007 0.064
H -3.129390 0.364148 1.638605 -0.005 0.000 -0.021
H -2.025793 1.681998 1.208814 0.001 -0.073 -0.115
H -1.382708 0.202212 1.948216 0.035 -0.004 -0.047
C -0.177178 -3.481079 7.021088 -0.002 -0.043 0.015
O 0.926834 -3.842805 6.183509 0.009 0.047 0.011
C 1.438756 -2.832578 5.478596 -0.006 0.015 0.003
O 1.063474 -1.689584 5.513659 0.017 -0.021 0.008
O 2.431928 -3.308601 4.730241 -0.047 0.010 0.009
C 3.067956 -2.318562 3.910009 0.065 0.045 -0.065
H -0.471570 -4.399229 7.520255 -0.002 0.004 -0.002
H 0.126406 -2.730836 7.748651 -0.004 0.007 -0.011
H -0.998120 -3.091961 6.421403 0.008 0.014 0.002
H 3.496671 -1.534450 4.531129 0.002 0.005 -0.015
H 2.352242 -1.883311 3.215219 0.002 0.008 0.009
H 3.850343 -2.837997 3.366705 -0.015 -0.030 0.020
C -1.785683 -10.255420 6.255387 0.007 -0.008 0.018
O -0.805942 -9.214012 6.301556 -0.004 0.021 -0.009
C -0.857660 -8.369496 5.267304 -0.004 -0.029 -0.029
O -1.639695 -8.432443 4.354050 0.014 0.012 0.028
O 0.097655 -7.459200 5.421949 -0.010 -0.001 0.022
C 0.163624 -6.480270 4.374185 0.053 0.034 -0.046
H -1.618770 -10.850001 7.148319 -0.003 0.001 -0.004
H -2.790367 -9.836321 6.258801 0.003 0.000 -0.008
H -1.655054 -10.864238 5.362514 -0.004 0.008 -0.002
H -0.771504 -5.925449 4.317673 -0.004 -0.010 -0.013
H 0.356228 -6.960277 3.416594 -0.032 -0.028 0.010
H 0.979077 -5.818429 4.643797 -0.013 -0.024 0.009
C -0.923360 -3.561106 -8.794742 0.019 -0.006 -0.013
O -0.189061 -3.903125 -7.614590 -0.014 0.006 0.018
C -0.607446 -3.267725 -6.516850 -0.011 0.022 -0.015
O -1.537313 -2.506956 -6.461343 -0.015 -0.028 0.002
O 0.171070 -3.626563 -5.498341 0.015 0.046 -0.048
C -0.118639 -2.929251 -4.279996 -0.031 0.002 0.133
H -0.473818 -4.142781 -9.593934 -0.002 0.005 0.002
H -1.974928 -3.818702 -8.679291 0.002 0.006 0.003
H -0.835150 -2.496108 -9.001577 -0.006 -0.001 0.009
H -1.155507 -3.087995 -3.989200 0.004 0.021 0.005
H 0.066819 -1.862823 -4.395298 -0.011 -0.004 -0.030
H 0.549376 -3.348925 -3.534299 0.017 -0.004 -0.027
```
Forces are in eV/Å.

# 2
# C21H48ClLuO6P2Si

A structure of composition C21H48ClLuO6P2Si at a distorted geometry (wB97M-V/def2-TZVPD, OMol25).

**Strongest force on any atom**: 0.11266 Eh/bohr
**Frontier orbital gap**: 6.70 eV
**Total charge**: +2

XYZ file:
```
80
Properties=species:S:1:pos:R:3:forces:R:3
C 0.969262 -2.463780 -6.388331 0.585 0.006 -0.367
C 0.537626 -1.849668 -5.136685 -4.077 1.015 2.203
H 0.080618 -2.620142 -7.013737 0.149 0.032 0.239
H 1.474502 -3.421948 -6.180138 -0.118 0.302 0.020
H 1.690420 -1.807135 -6.903842 -0.186 -0.217 0.231
O -0.555192 -1.600510 -4.642519 5.123 -0.774 -1.521
Cl 2.191567 -1.306478 -3.912295 -0.552 -0.658 -1.355
Lu 0.404113 -0.659706 -2.201287 1.129 0.907 2.449
P -0.269727 -3.182041 -1.388693 -0.336 -1.474 0.740
C -1.939027 -3.587709 -0.801353 -0.397 0.247 -0.122
C -0.017602 -4.494567 -2.630080 0.054 0.045 -0.261
H -0.182583 -5.473247 -2.157405 0.066 0.260 -0.202
H 0.470968 -4.836484 0.230802 0.013 0.294 -0.139
H 1.002633 -4.451315 -3.028290 -0.129 -0.113 0.056
H 1.808399 -3.767199 -0.281278 -0.154 -0.038 0.158
H -2.650234 -3.416512 -1.619440 -0.012 -0.093 0.234
H -0.731044 -4.366579 -3.452822 0.106 -0.122 0.110
C 0.747902 -3.798238 -0.001772 0.348 0.323 0.069
H -1.985674 -4.645880 -0.501591 0.075 0.340 -0.115
H 0.588589 -3.169002 0.883986 0.014 -0.093 -0.219
H -2.207826 -2.951348 0.049885 0.120 -0.129 -0.209
P 0.389795 1.924319 -3.136465 0.068 1.473 -0.249
C -1.095933 2.952773 -2.942014 -0.393 -0.165 0.105
C 1.651301 2.900592 -2.233899 0.194 -0.320 0.266
H 1.685536 1.628324 -5.165271 -0.113 0.225 -0.038
H 1.134953 3.322909 -4.973059 -0.116 -0.336 -0.009
H -0.013826 2.059530 -5.514820 0.195 0.056 0.028
C 0.845496 2.267131 -4.866569 0.058 -0.204 -0.195
H 2.638747 2.445540 -2.386205 -0.144 0.162 0.081
H 1.671237 3.929370 -2.621048 -0.074 -0.308 0.065
H -0.873553 4.001145 -3.194833 -0.046 -0.368 0.082
H -1.468093 2.895311 -1.910102 0.105 0.056 -0.265
H 1.436492 2.913172 -1.155782 0.036 -0.052 -0.322
H -1.873548 2.574797 -3.618135 0.073 0.186 0.126
C -1.881765 -0.427443 -2.580091 -5.593 0.244 -1.490
O -2.973412 -0.394643 -2.944835 4.039 -0.044 1.478
C -1.699858 -2.523954 3.125072 0.016 -0.062 0.037
C -1.890152 -1.120559 2.547499 0.127 -0.116 0.054
C -3.275592 -0.954200 1.925932 0.026 0.116 0.122
C -1.687062 -0.101497 3.656473 -0.274 0.214 0.420
O -0.902480 -0.955858 1.482449 -0.223 0.032 -0.507
Si -0.010312 0.386903 1.129723 -0.280 0.579 2.265
O 0.617122 0.104577 -0.337475 -0.061 -0.667 -2.081
O -0.949947 1.735413 1.178195 0.163 0.215 -0.215
C -0.843773 3.117500 1.720829 0.071 -0.532 -0.185
C -1.203735 4.061148 0.587728 -0.078 0.229 -0.215
C -1.834891 3.303333 2.860340 -0.149 0.105 0.245
C 0.556139 3.405493 2.215588 0.311 0.445 0.386
O 1.093344 0.588114 2.311051 0.528 -0.169 -0.177
C 2.399595 0.101349 2.729942 -0.366 0.049 -0.577
C 3.223691 -0.225394 1.489000 0.427 -0.133 -0.085
C 3.069763 1.220672 3.518220 0.065 -0.010 0.122
C 2.216592 -1.143242 3.589826 0.127 -0.058 0.129
H -2.437941 -2.703213 3.923590 0.258 0.050 -0.306
H -0.694033 -2.620984 3.565319 -0.337 -0.005 -0.189
H -1.841572 -3.297195 2.356050 0.089 0.156 0.170
H -4.049006 -1.050272 2.702441 0.191 0.041 -0.278
H -3.353457 0.041487 1.465600 -0.032 -0.255 0.120
H -3.456659 -1.720764 1.164228 -0.039 0.122 0.108
H -0.656128 -0.095014 4.035931 -0.292 -0.050 -0.168
H -1.959783 0.908095 3.325244 0.147 -0.465 0.098
H -2.356693 -0.367944 4.490005 0.230 0.133 -0.225
H -2.190053 3.819269 0.179227 0.108 -0.025 0.014
H -1.242703 5.101441 0.941196 0.048 -0.322 -0.019
H -0.452063 4.020874 -0.207714 -0.093 -0.048 0.044
H -1.508572 2.789121 3.770526 -0.107 0.046 -0.218
H -1.897402 4.371231 3.112506 0.044 -0.249 -0.116
H -2.842789 2.974085 2.582974 0.195 -0.023 0.032
H 0.836702 2.772384 3.062662 -0.142 0.142 -0.299
H 1.309552 3.297105 1.426518 -0.111 -0.058 0.065
H 0.586933 4.449720 2.562469 0.007 -0.234 -0.147
H 3.279834 0.638266 0.812318 -0.069 -0.167 0.159
H 4.251572 -0.487695 1.785587 -0.321 0.063 -0.106
H 2.805324 -1.084962 0.944830 0.018 0.193 0.108
H 2.509218 1.436444 4.435013 0.075 -0.001 -0.180
H 4.084857 0.916306 3.803931 -0.230 0.052 -0.022
H 3.144621 2.137878 2.923473 -0.028 -0.199 0.075
H 1.734268 -0.884098 4.540008 0.032 -0.119 -0.203
H 1.616023 -1.903716 3.072249 0.093 0.213 0.073
H 3.200389 -1.580989 3.813436 -0.270 0.109 0.008
```
Forces are in eV/Å.